A 2-piece molecular cluster, C4H11NO3 overall. Source: the OMol25 dataset; level of theory: ωB97M-V with the def2-TZVPD basis set.

Last column: natural (NBO) charge in e.
CARTESIAN COORDINATES (ANGSTROEM)
C1 1.8448 1.2051 0.2024  -0.422
N1 1.1273 -0.0136 0.5782  -0.645
C2 1.0339 -0.1909 2.0086  0.104
O1 0.2218 -1.3027 2.2946  -0.717
H1 1.2653 2.0702 0.5250  0.196
H2 1.9179 1.2413 -0.8795  0.217
H3 2.8492 1.2890 0.6291  0.166
H4 1.6253 -0.8146 0.2034  0.352
H5 2.0031 -0.3753 2.4860  0.141
H6 0.6166 0.7299 2.4358  0.142
H7 -0.4618 -1.3148 1.6139  0.469
O2 -0.5152 0.7217 -2.0389  -0.596
C3 -1.2497 -0.1826 -1.7579  0.802
O3 -0.9154 -1.4761 -1.9831  -0.690
C4 -2.5989 -0.0465 -1.1238  -0.724
H8 -0.0252 -1.4480 -2.3631  0.492
H9 -3.3211 -0.6862 -1.6212  0.238
H10 -2.8994 0.9950 -1.1172  0.240
H11 -2.5184 -0.4010 -0.0924  0.236

Cartesian forces (eV/Å) of the 2 atoms listed first:
-0.3 0.0 0.0
0.3 0.0 0.0

The SMILES is CC(=O)O.CNCO. The value obtained for the relative energy (zero: lowest compared OMol25 entry of this formula, charge and spin) is 107.41 kJ/mol. The LUMO energy is 0.7 eV. The calculation puts the HOMO energy at -9.32 eV. As for the total energy: -11958.9963 eV.